Formula: C33H57HgN3O4Si
Source: the Open Molecules 2025 dataset
Level of theory: ωB97M-V/def2-TZVPD

Each line ends with the Mulliken charge.
Cartesian coordinates (Å):
O1 1.139 -2.299 -1.980  -0.22
O2 0.782 -1.845 -4.296  -0.14
C1 2.565 -2.613 -1.791  -0.23
C2 3.007 -2.613 -0.343  -1.41
H1 3.106 -1.842 -2.357  0.19
H2 2.744 -3.608 -2.225  0.27
H3 2.861 -1.640 0.142  0.09
H4 4.083 -2.829 -0.364  0.45
H5 2.556 -3.403 0.266  0.52
C3 0.296 -3.404 -1.467  0.37
C4 0.070 -4.477 -2.496  -1.49
H6 -0.636 -2.919 -1.161  0.16
H7 0.770 -3.809 -0.567  -0.07
H8 -0.359 -4.096 -3.440  0.26
H9 -0.669 -5.184 -2.085  0.45
H10 0.982 -5.047 -2.707  0.36
C5 -0.375 -0.873 -4.238  -0.15
C6 1.996 -1.212 -4.985  0.11
C7 -1.217 -1.097 -3.017  -0.92
H11 -0.928 -1.061 -5.168  0.29
H12 0.033 0.152 -4.240  0.25
H13 -1.449 -2.152 -2.831  0.28
H14 -2.159 -0.558 -3.161  0.52
H15 -0.779 -0.655 -2.112  0.08
C8 2.560 -2.264 -5.894  -1.34
H16 2.665 -0.888 -4.174  0.05
H17 1.629 -0.334 -5.530  0.50
H18 2.991 -3.087 -5.322  0.30
H19 3.361 -1.850 -6.514  0.42
H20 1.780 -2.669 -6.540  0.33
H21 0.966 -2.207 -3.310  0.54
N1 -0.743 -0.212 3.332  0.75
C9 -1.611 0.315 4.206  0.88
C10 -2.380 1.447 3.979  -1.65
C11 -2.617 2.143 2.774  1.07
C12 -1.778 -0.369 5.543  -1.68
H22 -0.806 -0.658 5.961  0.27
H23 -2.418 -1.259 5.455  0.23
H24 -2.259 0.339 6.229  0.48
C13 -3.777 3.111 2.799  -1.58
H25 -4.509 2.876 2.015  0.27
H26 -3.442 4.148 2.671  0.16
H27 -4.269 3.019 3.769  0.53
N2 -1.908 2.000 1.681  1.01
C14 -0.429 -1.586 3.215  -0.24
C15 0.896 -2.011 3.494  1.21
C16 1.897 -1.097 4.135  -2.04
C17 1.310 -3.273 3.089  -0.72
H28 2.349 -3.563 3.269  0.47
C18 0.417 -4.146 2.465  -0.89
H29 0.753 -5.142 2.166  0.46
C19 -0.902 -3.754 2.253  -0.64
H30 -1.610 -4.435 1.777  0.43
C20 -1.343 -2.481 2.603  0.99
C21 -2.735 -2.034 2.275  -1.50
C22 -2.177 2.618 0.460  -1.13
C23 -1.649 3.903 0.148  1.60
C24 -1.023 4.761 1.205  -1.90
C25 -1.737 4.380 -1.157  -0.72
H31 -1.293 5.351 -1.389  0.41
C26 -2.381 3.646 -2.152  -1.01
H32 -2.425 4.025 -3.171  0.40
C27 -2.964 2.417 -1.840  -0.75
H33 -3.493 1.838 -2.598  0.40
C28 -2.903 1.914 -0.545  0.91
C29 -3.577 0.616 -0.226  -1.14
Hg1 0.608 0.890 2.058  1.63
H34 2.700 -0.815 3.437  0.28
H35 2.386 -1.605 4.978  0.53
H36 1.445 -0.174 4.506  0.30
H37 -2.755 -1.048 1.788  -0.05
H38 -3.371 -1.968 3.172  0.30
H39 -3.203 -2.755 1.593  0.40
H40 -0.370 5.502 0.726  0.49
H41 -0.425 4.196 1.931  0.15
H42 -1.790 5.319 1.766  0.37
H43 -4.089 0.640 0.746  0.39
H44 -2.863 -0.221 -0.219  -0.03
H45 -4.326 0.386 -0.996  0.51
H46 -2.960 1.808 4.831  0.13
C30 1.193 1.316 0.230  0.27
Si1 2.294 2.255 -0.900  0.34
H47 0.221 1.284 -0.302  -0.56
H48 1.597 0.275 0.117  -0.59
C31 3.750 1.177 -1.392  -0.56
C32 2.720 3.837 -0.019  -0.74
C33 1.317 2.423 -2.504  -0.70
H49 1.249 3.483 -2.793  0.42
H50 0.296 2.029 -2.377  -0.11
H51 1.785 1.860 -3.327  0.28
H52 4.368 0.933 -0.513  0.28
H53 4.362 1.704 -2.137  0.35
H54 3.398 0.233 -1.841  -0.24
H55 3.241 3.597 0.923  0.24
H56 1.793 4.368 0.251  0.04
H57 3.356 4.495 -0.630  0.38
O3 0.671 2.930 3.723  -0.33
N3 1.914 2.972 3.931  0.08
O4 2.651 2.212 3.260  -0.44

Calculated values
Largest force on an atom, eV/Å: 3.1
HOMO-LUMO gap, eV: 5.9
Calculated total energy, Eh: -2199.55909